This record from the Open Molecules 2025 dataset describes a molecular structure, C29H29Ge2MnN7O6S4. The level of theory is ωB97M-V with the def2-TZVPD basis set.

Last column: Löwdin charge in e.
Cartesian coordinates (Å):
Mn  1.098123  -0.591706  2.318676  0.764
N  3.301087  -3.231631  1.780837  0.154
C  3.484234  -2.438133  2.835046  -0.629
N  2.674130  -1.455776  3.192425  0.001
C  3.155299  -0.781417  4.311042  -0.303
C  4.313312  -1.249676  4.809807  -0.309
S  4.858815  -2.596074  3.871467  1.119
C  2.312783  0.317223  4.759504  -0.298
C  2.328314  0.998677  5.920137  -0.308
S  1.010843  2.114968  5.969048  1.123
C  0.492162  1.573994  4.413462  -0.635
N  1.274993  0.649816  3.891321  0.006
N  -0.575164  2.106210  3.804164  0.148
H  2.473665  -3.121000  1.209222  0.079
H  3.975823  -3.937212  1.543874  0.120
H  4.881213  -0.887671  5.646378  0.087
H  3.002338  0.894741  6.750074  0.088
H  -1.265303  2.580928  4.362023  0.121
H  -0.909812  1.671091  2.954824  0.066
O  -2.570758  -0.294578  3.119815  -0.230
S  -1.483237  -0.876156  2.407948  0.588
O  -0.679645  0.104222  1.610128  -0.375
O  -0.419239  -1.514866  3.249337  -0.314
C  -2.145454  -2.132819  1.347525  -0.219
C  -3.411191  -2.575403  1.695572  -0.026
C  -4.011600  -3.606683  0.981768  -0.032
C  -3.346699  -4.198301  -0.072587  -0.028
C  -2.073815  -3.760170  -0.424774  -0.031
C  -1.476334  -2.729923  0.276801  -0.229
S  0.130508  -2.241686  -0.280286  0.581
O  -0.092440  -0.972757  -0.995879  -0.388
O  0.683235  -3.264100  -1.096453  -0.214
O  0.904331  -2.050285  0.964065  -0.381
H  -3.927706  -2.100519  2.515209  0.121
H  -4.999957  -3.943365  1.261614  0.121
H  -3.806950  -5.006249  -0.624430  0.121
H  -1.535879  -4.214562  -1.244454  0.124
C  0.302937  3.491097  0.647311  -0.241
Ge  0.715868  2.918959  -1.166460  0.730
C  -0.213009  4.078435  -2.467536  -0.239
C  2.645811  3.027594  -1.440731  -0.235
Ge  -0.354578  0.803143  -1.820482  0.994
C  0.218954  0.248889  -3.580368  -0.325
C  0.979545  1.123386  -4.353365  -0.133
C  1.448572  0.739217  -5.601210  -0.074
C  1.169846  -0.530086  -6.080161  -0.070
C  0.411996  -1.409551  -5.320318  -0.071
C  -0.060794  -1.022258  -4.079240  -0.110
C  -2.265764  0.802013  -1.479705  -0.294
C  -3.036499  -0.352539  -1.610153  -0.103
C  -4.392889  -0.332027  -1.326409  -0.071
C  -4.997908  0.845294  -0.909287  -0.070
C  -4.246861  2.003137  -0.785958  -0.069
C  -2.887566  1.978535  -1.065547  -0.111
H  0.696274  4.500011  0.779952  0.033
H  0.789343  2.833364  1.362272  -0.010
H  -0.767671  3.512024  0.837507  0.013
H  0.523159  4.697906  -2.977534  0.027
H  -0.911105  4.731346  -1.945896  0.024
H  -0.767424  3.527638  -3.226062  0.017
H  2.878663  4.076014  -1.632826  0.031
H  3.000771  2.433455  -2.279089  0.012
H  3.174436  2.721341  -0.541518  0.013
H  1.215153  2.119578  -3.993691  0.074
H  2.041158  1.425245  -6.190649  0.109
H  1.550989  -0.839766  -7.043378  0.109
H  0.201809  -2.402599  -5.691980  0.109
H  -0.636389  -1.726849  -3.491622  0.092
H  -2.582502  -1.276046  -1.950985  0.093
H  -4.980959  -1.233939  -1.436877  0.107
H  -6.056510  0.861566  -0.689026  0.109
H  -4.718318  2.924154  -0.471564  0.109
H  -2.314538  2.892088  -0.955986  0.072
N  2.236394  0.342859  1.141620  0.083
C  2.710042  0.088122  0.079778  -0.330
N  3.320839  -0.068326  -0.971135  0.155
C  3.193253  -0.646513  -2.134175  -0.330
N  3.141419  -1.145048  -3.171754  0.191

Atoms 1-6, force components in eV/Å:
0.40 -0.19 0.19
-0.01 -0.07 -0.06
0.05 0.00 -0.02
-0.22 0.02 0.02
0.11 -0.01 0.07
-0.14 0.02 -0.13

Energy above the lowest of the compared OMol25 structures with the same formula, charge and spin, kJ/mol: 0.0
Electronic energy, hartree: -8854.71444
Max |F|, eV Å⁻¹: 0.62
Frontier orbital gap (spin up / spin down), eV: 7.6 / 7.6
Net charge: +1
Expectation value of S²: 2.016
Spin multiplicity: 3

=====

This record from the Open Molecules 2025 dataset describes a molecular structure, C18H23ClIIrN6O4. The level of theory is ωB97M-V with the def2-TZVPD basis set.

Last column: natural (NBO) charge in e.
Cartesian coordinates (Å):
Ir  -0.248729  -0.256927  -0.324342  1.625
N  -0.548383  -1.619740  -2.282246  -0.821
C  -1.725007  -1.102374  -3.006288  -0.317
C  -2.718891  -0.537516  -2.013036  0.627
O  -3.905838  -0.788384  -2.105089  -0.586
N  -2.140515  0.278832  -1.067745  -0.679
C  -3.040559  1.013410  -0.190716  -0.364
C  -2.292195  1.523439  1.007103  0.765
O  -2.785879  2.359378  1.732866  -0.600
O  -1.105291  0.964856  1.186676  -0.786
H  0.263547  -1.664090  -2.886149  0.394
H  -0.726264  -2.558728  -1.947830  0.389
H  -2.221606  -1.852616  -3.613351  0.226
H  -1.406242  -0.282096  -3.646329  0.222
H  -3.871467  0.401475  0.163289  0.228
H  -3.474377  1.868710  -0.703562  0.241
Cl  -0.353403  -5.829256  4.196686  0.120
C  0.140198  -4.548306  3.197369  0.031
C  1.490462  -4.226203  3.150181  -0.262
C  1.939371  -3.192552  2.356149  -0.203
I  3.935644  -2.692931  2.297243  0.299
C  1.016661  -2.425236  1.547336  0.488
O  1.378067  -1.495994  0.810222  -0.603
C  -0.405470  -2.790401  1.618898  0.076
N  -1.233478  -2.074038  0.848998  -0.454
C  -2.526853  -2.364505  0.841613  0.089
C  -3.058640  -3.393218  1.622636  -0.218
C  -2.219258  -4.125195  2.423685  -0.123
C  -0.844800  -3.832401  2.426814  -0.051
H  2.190487  -4.795478  3.746679  0.262
H  -3.167415  -1.765968  0.198326  0.237
H  -4.121021  -3.597729  1.588107  0.253
H  -2.601707  -4.920386  3.051244  0.250
C  1.531989  3.890191  0.873305  -0.413
N  1.843778  2.546661  0.375830  -0.406
C  1.951534  1.523200  1.414715  -0.440
C  1.663958  2.210359  -0.909697  0.672
N  1.215027  1.010659  -1.247068  -0.913
N  1.948421  3.142200  -1.854139  -0.421
C  1.405719  3.000906  -3.198241  -0.421
C  3.115057  4.017779  -1.739139  -0.411
H  0.622809  3.848767  1.477760  0.227
H  1.367360  4.581215  0.054100  0.221
H  2.345692  4.259845  1.497342  0.208
H  2.616504  1.898449  2.192701  0.215
H  2.383779  0.615582  1.001402  0.229
H  0.981034  1.302382  1.866439  0.235
H  1.349259  0.807730  -2.225184  0.377
H  0.383605  2.629650  -3.155659  0.220
H  2.011875  2.337192  -3.828413  0.190
H  1.389717  3.981146  -3.671314  0.228
H  3.570384  3.916660  -0.759722  0.226
H  2.834847  5.059354  -1.896888  0.212
H  3.856504  3.742242  -2.493568  0.207

Atoms 1-6, force components in eV/Å:
-0.17 0.84 -0.28
-0.07 -0.03 -0.08
0.15 -0.07 0.12
-0.10 0.46 0.23
-0.03 0.07 0.07
-0.30 -0.47 -0.36

Electronic energy, hartree: -2191.13009
Max |F|, eV Å⁻¹: 0.90
Frontier orbital gap (spin up / spin down), eV: 6.6 / 5.7
Net charge: +1
Expectation value of S²: 8.794
Spin multiplicity: 6

=====

This record from the Open Molecules 2025 dataset describes a molecular structure, C2H6N4O3. The level of theory is ωB97M-V with the def2-TZVPD basis set.

Last column: natural (NBO) charge in e.
Cartesian coordinates (Å):
C  -0.448141  -0.541965  -0.052726  0.564
C  1.596987  -1.055536  -0.687599  0.212
H  -2.941421  0.851026  -0.241676  0.473
H  -1.996225  -1.430204  1.555492  0.436
H  -0.587076  0.887444  -1.593332  0.365
H  0.777791  2.170584  0.047162  0.487
H  1.703641  -1.641047  -1.600652  0.220
H  2.292020  0.534936  2.014568  0.496
N  -1.595304  -0.586254  0.808966  -0.385
N  -0.007018  0.644676  -0.837967  -0.367
N  0.383764  -1.418397  -0.168700  -0.470
N  2.388761  -0.256986  -0.079746  -0.166
O  -2.935578  -0.364924  -0.084847  -0.598
O  -0.230622  1.818588  -0.205006  -0.580
O  1.598424  0.388054  1.126059  -0.686

Atoms 1-6, force components in eV/Å:
-2.75 2.23 0.27
-0.38 -0.30 1.06
0.15 -5.67 1.01
2.38 2.79 -3.48
-1.06 -1.40 -1.92
-3.90 -1.45 -0.60

Energy above the lowest of the compared OMol25 structures with the same formula, charge and spin, kJ/mol: 988.4
Electronic energy, hartree: -524.18877
Max |F|, eV Å⁻¹: 6.48
Frontier orbital gap, eV: 9.7
Net charge: 0